[1]
The following is a quantum chemistry calculation of a molecular structure, C45H54CaN2O9P2SSeSi2Te at a distorted geometry, from the Open Molecules 2025 dataset.

Geometry as ORCA input:
```
! wB97M-V def2-TZVPD RIJCOSX def2/J DEFGRID3
* xyz -2 1
Ca 0.115 -0.590 -1.813
O 2.318 2.709 -2.454
S 1.486 1.528 -2.522
O 2.237 0.277 -2.639
O 0.582 1.427 -1.351
C 0.433 1.871 -3.934
C 1.127 1.978 -5.135
C 0.462 2.348 -6.284
C -0.889 2.662 -6.221
C -1.567 2.589 -5.017
C -0.940 2.171 -3.844
P -1.899 2.076 -2.230
C -3.648 1.842 -2.758
C -4.657 2.322 -1.922
C -5.992 2.017 -2.158
C -6.341 1.211 -3.236
C -5.340 0.682 -4.043
C -4.006 0.978 -3.795
C -1.849 3.933 -2.003
C -0.781 4.445 -1.255
C -0.673 5.807 -0.998
C -1.639 6.687 -1.470
C -2.689 6.196 -2.236
C -2.789 4.835 -2.503
H 2.181 1.722 -5.151
H 0.995 2.399 -7.225
H -1.417 2.974 -7.115
H -2.613 2.859 -4.989
H -4.392 2.945 -1.073
H -6.759 2.405 -1.497
H -7.381 0.971 -3.425
H -5.599 0.025 -4.865
H -3.228 0.510 -4.391
H -0.020 3.765 -0.888
H 0.165 6.178 -0.420
H -1.574 7.745 -1.245
H -3.441 6.875 -2.624
H -3.613 4.480 -3.111
O -2.411 -0.705 -1.791
C -2.185 -1.171 -0.658
O -1.014 -1.400 -0.207
C -3.334 -1.459 0.282
C -4.602 -1.512 -0.289
C -5.710 -1.835 0.472
C -5.551 -2.087 1.826
C -4.296 -1.996 2.414
C -3.152 -1.680 1.669
P -1.444 -1.649 2.463
C -1.890 -1.518 4.264
C -1.242 -2.254 5.258
C -1.374 -1.924 6.604
C -2.138 -0.833 6.985
C -2.782 -0.078 6.008
C -2.641 -0.406 4.668
C -1.110 -3.467 2.276
C -1.833 -4.452 2.954
C -1.554 -5.798 2.764
C -0.568 -6.187 1.861
C 0.143 -5.220 1.168
C -0.114 -3.871 1.388
H -4.686 -1.308 -1.351
H -6.692 -1.901 0.016
H -6.407 -2.360 2.435
H -4.215 -2.166 3.478
H -0.624 -3.099 4.976
H -0.865 -2.516 7.357
H -2.224 -0.558 8.030
H -3.374 0.782 6.294
H -3.113 0.213 3.911
H -2.618 -4.167 3.644
H -2.115 -6.547 3.313
H -0.364 -7.238 1.696
H 0.898 -5.503 0.443
H 0.459 -3.130 0.846
N 0.743 1.616 1.734
N -0.677 1.733 1.594
H 1.175 1.692 0.820
H 0.903 0.664 2.022
H -0.988 1.203 0.791
H -0.881 2.700 1.396
C 6.982 0.713 -1.895
Si 5.713 -0.586 -1.405
C 5.162 -1.577 -2.872
C 6.629 -1.731 -0.223
C 4.341 0.242 -0.448
Te 2.726 -1.169 -0.169
C 3.331 -1.627 1.879
Si 3.621 -0.391 3.247
C 2.186 -0.410 4.451
C 5.109 -1.002 4.224
C 3.938 1.417 2.885
H 7.831 0.257 -2.419
H 7.368 1.227 -1.006
H 6.538 1.468 -2.556
H 5.919 -1.621 -3.663
H 4.243 -1.172 -3.317
H 4.913 -2.598 -2.569
H 7.566 -2.080 -0.676
H 6.017 -2.610 0.015
H 6.876 -1.223 0.722
H 3.920 1.092 -0.989
H 4.671 0.557 0.537
H 4.222 -2.253 1.777
H 2.527 -2.290 2.225
H 2.041 -1.408 4.886
H 1.245 -0.123 3.961
H 2.361 0.296 5.271
H 4.926 -2.016 4.604
H 5.315 -0.351 5.081
H 6.013 -1.043 3.601
H 3.089 1.848 2.339
H 4.847 1.600 2.304
H 4.037 1.950 3.837
O -0.143 -0.616 -3.870
Se 0.806 -1.987 -3.968
O 2.169 -1.693 -4.806
O 1.100 -2.349 -2.360
O -0.057 -3.199 -4.624
*
```

Output
* energy relative to the best compared isomer or geometry (same formula, charge and spin): 293.1 kJ/mol
* HOMO-LUMO gap: 6.8 eV
* E_tot: -7540.9702 Ha
* LUMO energy: 3.873 eV

---

[2]
The following is a quantum chemistry calculation of a molecular structure, C45H55BrN7OSTeZr, from the Open Molecules 2025 dataset.

Geometry as ORCA input:
```
! wB97M-V def2-TZVPD RIJCOSX def2/J DEFGRID3
* xyz 1 1
Zr -0.036 0.299 -0.770
C -0.264 -5.600 2.234
C -0.094 -5.228 0.762
C -0.651 -3.877 0.442
C -1.929 -3.556 0.086
C -3.093 -4.472 -0.118
C -4.012 -4.551 1.100
C -1.975 -2.126 -0.033
N -0.730 -1.576 0.180
C 0.080 -2.642 0.506
C 1.407 -2.527 0.879
C 2.162 -1.371 0.864
C 3.559 -1.300 1.211
C 4.370 -2.444 1.731
C 4.120 -2.714 3.213
C 3.948 -0.007 1.020
C 2.778 0.714 0.594
C 2.700 2.089 0.474
C 1.546 2.822 0.298
N 0.292 2.280 0.101
C -0.574 3.353 0.134
C -1.948 3.260 0.063
C -2.679 2.094 -0.057
N -2.137 0.838 -0.134
C -3.207 -0.012 -0.264
C -3.124 -1.392 -0.265
C -4.446 0.732 -0.321
C -4.117 2.042 -0.165
C -5.025 3.232 -0.136
C -5.124 3.921 -1.495
C -5.793 0.128 -0.548
C -6.030 -0.188 -2.026
C 0.149 4.583 0.303
C 1.466 4.255 0.404
C 2.610 5.195 0.600
C 3.174 5.696 -0.726
C -0.462 5.942 0.423
C -0.865 6.264 1.860
N 1.703 -0.134 0.463
C 5.293 0.601 1.252
C 5.422 1.203 2.651
H 0.233 -6.543 2.457
H -1.317 -5.706 2.490
H 0.157 -4.832 2.883
H -0.584 -5.973 0.132
H 0.966 -5.266 0.495
H -2.722 -5.469 -0.362
H -3.664 -4.143 -0.991
H -3.462 -4.867 1.983
H -4.821 -5.258 0.934
H -4.454 -3.581 1.326
H 1.907 -3.430 1.199
H 5.429 -2.230 1.570
H 4.157 -3.346 1.151
H 4.492 -1.895 3.824
H 4.618 -3.626 3.530
H 3.056 -2.817 3.421
H 3.615 2.642 0.621
H -2.504 4.186 0.118
H -4.043 -1.944 -0.395
H -4.677 3.944 0.616
H -6.019 2.918 0.190
H -4.142 4.246 -1.840
H -5.770 4.796 -1.447
H -5.528 3.241 -2.244
H -6.566 0.809 -0.186
H -5.898 -0.784 0.044
H -5.940 0.713 -2.631
H -7.021 -0.607 -2.186
H -5.297 -0.905 -2.394
H 3.396 4.712 1.185
H 2.274 6.042 1.200
H 3.571 4.876 -1.321
H 3.971 6.417 -0.562
H 2.397 6.179 -1.317
H -1.334 6.019 -0.232
H 0.247 6.686 0.059
H -1.571 5.528 2.242
H -1.327 7.246 1.926
H 0.003 6.253 2.517
H 5.477 1.364 0.493
H 6.061 -0.159 1.102
H 4.701 2.006 2.800
H 6.418 1.607 2.815
H 5.233 0.452 3.415
O -4.291 1.643 -5.679
C -3.344 1.516 -4.738
C -2.799 2.599 -4.048
C -1.852 2.353 -3.079
N -1.424 1.122 -2.769
C -1.918 0.115 -3.484
Br -1.088 -1.530 -3.122
C -2.882 0.230 -4.461
H -4.503 2.576 -5.825
H -3.104 3.613 -4.260
H -1.403 3.166 -2.521
H -3.247 -0.623 -5.007
Te 1.501 1.269 -3.087
C 3.570 0.909 -2.976
C 4.257 -0.102 -3.591
C 5.664 -0.013 -3.435
C 6.034 1.075 -2.707
S 4.671 1.975 -2.207
H 3.772 -0.873 -4.171
H 6.362 -0.716 -3.855
H 7.026 1.387 -2.446
N 1.790 -2.449 -3.360
N 2.017 -1.924 -2.044
H 2.619 -2.929 -3.710
H 1.615 -1.646 -3.968
H 2.931 -1.467 -1.972
H 1.995 -2.712 -1.402
*
```

Output
* energy relative to the best compared isomer or geometry (same formula, charge and spin): 8.1 kJ/mol
* HOMO-LUMO gap: 5.8 eV
* E_tot: -5493.5586 Ha
* LUMO energy: -3.610 eV